(1)
ORCA calculation (ωB97M-V/def2-TZVPD) on a single C7H5N3OS molecule.

Element x y z (Å)
H (-4.39426, 0.73972, 0.84313)
H (3.39352, -2.08241, -0.64839)
N (0.34038, -1.54120, -0.15121)
C (1.38681, -0.67948, -0.09608)
H (0.61955, -2.51143, 0.14781)
C (-2.50956, 0.62474, 0.49390)
C (1.17440, 0.65383, -0.12972)
S (2.93610, -1.40880, 0.43572)
C (2.26772, 1.48055, -0.02998)
C (-1.32365, 0.32637, -0.02215)
N (-3.46774, 0.81864, 1.18546)
H (-0.20820, 2.29446, -0.21486)
H (-0.36107, 1.41799, -1.65600)
C (-0.24481, 1.17585, -0.53131)
N (3.20507, 2.11585, 0.13221)
O (-1.83628, -2.12069, 0.19056)
C (-0.97797, -1.30399, 0.05091)

Values from the calculation:
**Energy above the lowest of the compared OMol25 structures with the same formula, charge and spin**: 0.0 kcal/mol
**Energy**: -907.2446 hartree
**Net charge**: 0
**Spin multiplicity**: 3
**HOMO-LUMO gap (alpha / beta)**: 0.244 / 0.227 hartree

Charges in e, computed with Mulliken, in the same order as the atoms: 0.295 0.154 -0.125 0.268 0.299 0.255 0.360 -0.297 -0.101 -0.015 -0.443 0.361 0.274 -0.634 -0.460 -0.569 0.379

(2)
ORCA calculation (ωB97M-V/def2-TZVPD) on 2 unconnected molecules or ions with the total composition C7H5NO2.

Element x y z (Å)
C (-0.42917, 0.17582, -0.87353)
C (-0.19833, 1.49568, 0.83772)
O (2.74582, -0.67097, 0.96296)
C (-0.29974, 1.64139, -0.50089)
H (0.88423, -2.32347, -0.19474)
H (-2.00630, -1.46461, -1.46623)
H (-0.35959, 2.25874, 1.65002)
N (2.18996, -0.30956, -0.05534)
C (-1.61608, -0.83000, 0.62122)
H (-2.09588, -1.36766, 1.39899)
C (-1.68564, -0.73487, -0.73038)
C (-0.32727, -0.05721, 0.72215)
C (0.75397, -0.47176, -0.13098)
O (2.69247, 0.11769, -1.07356)
H (-0.24844, 2.54079, -1.16745)

Values from the calculation:
**Energy above the lowest of the compared OMol25 structures with the same formula, charge and spin**: 263.1 kcal/mol
**Energy**: -474.5396 hartree
**Net charge**: 0
**Spin multiplicity**: 1
**HOMO-LUMO gap (alpha / beta)**: 0.290 / 0.290 hartree

Charges in e, computed with Mulliken, in the same order as the atoms: 0.320 -0.620 -0.530 -0.500 0.187 0.321 0.331 0.932 -0.511 0.369 -0.486 0.664 -0.255 -0.544 0.320

(3)
ORCA calculation (ωB97M-V/def2-TZVPD) on a single C7H6 molecule.

Element x y z (Å)
C (0.06193, 1.29885, 0.63653)
C (0.25192, -0.85495, -0.20697)
C (1.39381, 1.50932, 1.11266)
C (1.95247, 0.49102, 0.68041)
H (2.19865, -0.40091, -1.03579)
H (2.15773, -1.58356, 0.51131)
H (-0.18971, -1.61376, 0.44492)
C (-2.04241, 0.37496, -0.41210)
H (-2.64514, -0.51791, -0.07847)
C (1.69647, -0.78833, -0.11985)
C (-0.50364, 0.36661, -0.07325)
H (-2.29893, 1.32408, 0.00103)
H (-2.03316, 0.39458, -1.46042)

Values from the calculation:
**Energy above the lowest of the compared OMol25 structures with the same formula, charge and spin**: 138.9 kcal/mol
**Energy**: -270.0147 hartree
**Net charge**: 0
**Spin multiplicity**: 1
**HOMO-LUMO gap (alpha / beta)**: 0.287 / 0.264 hartree

Charges in e, computed with Mulliken, in the same order as the atoms: 0.050 -0.687 -0.767 0.137 0.235 0.330 0.189 -1.158 0.287 -0.141 0.840 0.362 0.324

(4)
ORCA calculation (ωB97M-V/def2-TZVPD) on a molecular structure, C7H6.

Element x y z (Å)
C (1.80009, 0.21032, -0.01343)
H (1.24470, 1.89776, 1.21967)
H (-1.42509, -1.88073, -0.10462)
C (-0.20199, 0.42337, 0.04655)
H (0.01944, -2.99145, -0.35741)
C (1.92054, -1.04943, 0.01785)
C (-0.37923, -2.00126, -0.28649)
C (-1.51732, 0.80588, 0.05935)
H (-1.73105, 1.80529, -0.05660)
C (1.06609, 1.45345, 0.14544)
H (1.04088, 2.31784, -0.49021)
H (-2.23028, -0.04577, -0.06463)
C (0.39322, -0.94528, -0.11548)

Values from the calculation:
**Energy above the lowest of the compared OMol25 structures with the same formula, charge and spin**: 93.6 kcal/mol
**Energy**: -270.0870 hartree
**Net charge**: 0
**Spin multiplicity**: 1
**HOMO-LUMO gap**: 0.339 hartree

Charges in e, computed with Mulliken, in the same order as the atoms: 0.219 0.206 0.179 0.366 0.338 -0.778 -0.838 -0.823 0.365 -0.508 0.330 0.191 0.756

Results for strongest force on any atom: 0.1426, 0.1214, 0.0768, 0.0961 (in hartree/bohr, following the order of the records).